(1)
14
Properties=species:S:1:pos:R:3 method="wB97M-V/def2-TZVPD" lumo_ev=0.7779 homo_ev=-8.964 e_tot_ha=-667.6625 gap_ha=0.35801
C 0.36 -0.41 -1.31
C 2.00 0.56 0.35
C 0.60 0.29 -0.04
O -0.34 0.73 0.62
O -2.07 -1.23 0.33
S -2.68 0.08 0.52
H -0.37 0.00 -1.96
H 1.36 -0.65 -1.93
H 0.04 -1.40 -0.97
H 2.44 -0.18 1.11
H 2.07 1.50 0.90
H 2.58 0.60 -0.56
H -2.18 0.65 1.89
H -3.80 -0.54 1.06



(2)
76
Properties=species:S:1:pos:R:3 method="wB97M-V/def2-TZVPD" lumo_ev=-2.9421 homo_ev=-9.484 e_tot_ha=-8407.8263 gap_ha=0.24041 charge=+1
Ca 1.78 0.40 0.57
C 0.77 0.09 4.99
C 1.26 -0.68 3.82
O 1.60 -0.13 2.76
N 1.32 -2.00 3.93
C 1.94 -2.81 2.91
C 1.05 -2.98 1.74
C -0.21 -3.59 1.95
C -1.09 -3.62 0.89
C -0.74 -3.01 -0.33
C 0.55 -2.50 -0.43
N 1.47 -2.47 0.57
H 1.29 -0.36 5.88
H -0.32 0.00 5.03
H 1.03 1.15 4.89
H 1.10 -2.40 4.86
H 2.18 -3.83 3.31
H 2.89 -2.36 2.66
H -0.49 -3.97 2.92
H -1.98 -4.20 1.06
H -1.33 -3.08 -1.21
H 0.85 -1.88 -1.26
Br 5.56 -0.62 -2.76
C 5.26 -1.70 -1.20
Br 5.36 -0.57 0.60
H 6.08 -2.43 -1.09
H 4.26 -2.10 -1.21
N 3.41 2.23 -0.52
N 3.16 2.23 -1.93
C 3.41 3.31 -2.64
N 3.05 3.20 -3.91
S 4.11 4.74 -2.10
H 3.40 3.24 -0.19
H 4.33 1.86 -0.40
H 2.54 1.48 -2.24
H 2.42 2.45 -4.15
H 3.33 3.98 -4.53
C -4.15 -0.23 -4.83
C -4.49 -0.22 -3.36
C -5.21 -1.51 -2.86
C -5.93 -1.24 -1.56
C -4.93 -0.59 -0.64
C -5.29 -0.40 0.71
C -4.32 0.11 1.57
F -4.83 0.46 2.79
C -3.01 0.26 1.22
C -2.70 0.30 -0.14
C -1.36 0.57 -0.59
O -0.50 0.77 0.35
C -1.12 0.68 -2.02
C -2.19 0.50 -2.87
N -3.36 0.03 -2.42
C -3.66 -0.11 -1.05
C 0.28 0.86 -2.49
O 0.43 1.14 -3.71
O 1.22 0.65 -1.63
H -4.87 -0.83 -5.31
H -3.18 -0.75 -4.96
H -4.02 0.75 -5.28
H -5.17 0.61 -3.15
H -4.49 -2.36 -2.71
H -5.92 -1.71 -3.64
H -6.28 -2.19 -1.06
H -6.85 -0.60 -1.64
H -6.26 -0.74 1.15
H -2.17 0.38 1.92
H -2.05 0.85 -3.95
I 3.65 5.04 5.35
C 3.61 3.82 3.74
C 4.50 2.83 3.32
N 3.85 1.97 2.52
N 2.57 2.41 2.24
C 2.44 3.58 2.93
H 5.48 2.66 3.70
H 4.16 1.00 2.24
H 1.53 4.16 2.89



(3)
12
Properties=species:S:1:pos:R:3 method="wB97M-V/def2-TZVPD" lumo_ev=-4.7552 homo_ev=-15.120 e_tot_ha=-373.0461 gap_ha=0.38091 charge=+1 smiles="N#CON/[NH+]=C/N"
N 1.82 -1.89 -2.64
C 1.98 -0.84 -2.24
O 2.15 0.33 -1.79
N 1.89 0.26 -0.36
N 0.47 0.39 -0.24
C -0.13 -0.53 0.46
N -1.46 -0.34 0.57
H 2.68 1.12 0.09
H -0.13 1.03 -0.75
H 0.24 -1.25 1.08
H -2.06 -1.05 1.02
H -1.90 0.46 0.12



(4)
15
Properties=species:S:1:pos:R:3 method="wB97M-V/def2-TZVPD" multiplicity=2 lumo_ev="0.5556 / -2.2212" s_squared=0.754 homo_ev="-8.883 / -8.768" e_tot_ha=-1314.1932 gap_ha="0.34686 / 0.24057"
S 3.15 0.54 -1.29
S 1.19 -0.06 -0.60
H 2.97 0.45 -2.61
H 1.72 -1.01 0.16
C -1.45 1.42 1.78
C -2.50 0.89 0.80
C -2.57 -0.64 0.69
S -1.04 -1.39 0.16
H -1.50 0.96 2.76
H -1.60 2.50 1.89
H -0.44 1.31 1.39
H -3.46 1.28 1.14
H -2.33 1.28 -0.21
H -3.41 -0.86 0.01
H -2.88 -1.13 1.62